C19H62BIN22O16P | ωB97M-V with the def2-TZVPD basis set

As for the orbital gap: 7.4 eV. For the total energy, the calculation gives -104332.492 eV. Its spin multiplicity is 1. As for the total charge: -1.

Element x y z (Å)
C 4.658 1.302 0.848
C 3.896 -0.037 0.864
C 2.457 0.073 0.352
C 1.394 0.322 1.444
N 0.356 -0.725 1.456
C -0.893 -0.482 0.797
I -0.711 0.763 -1.004
O -1.813 0.123 1.599
B -3.135 -0.433 1.196
O -4.223 -0.051 2.050
C -5.346 0.521 1.437
C -6.370 0.888 2.535
C -5.823 0.588 3.906
O -6.725 2.282 2.482
O -2.793 -1.910 1.219
C -1.621 -1.880 0.498
P -0.670 -3.405 0.747
N -0.361 -3.792 2.213
O 0.656 -3.295 -0.164
O -1.620 -4.508 0.001
H 3.933 2.103 0.983
H 5.439 1.356 1.600
H 5.130 1.437 -0.124
H 4.428 -0.672 0.148
H 3.952 -0.529 1.832
H 2.381 0.851 -0.412
H 2.185 -0.865 -0.134
H 0.991 1.335 1.425
H 1.913 0.218 2.398
H 0.107 -0.951 2.413
H -3.421 -0.214 0.012
H -5.075 1.445 0.915
H -5.823 -0.176 0.740
H -7.291 0.311 2.378
H -5.432 -0.415 3.946
H -6.643 0.657 4.629
H -5.075 1.316 4.212
H -6.982 2.458 1.571
H -1.903 -1.837 -0.585
H -0.792 -4.681 2.441
H 0.431 -2.904 -1.021
H -2.167 -4.042 -0.648
C 2.680 3.354 3.883
O 2.589 2.627 2.909
N 1.663 4.161 4.334
N 3.835 3.409 4.610
H 1.748 4.752 5.139
H 0.796 4.149 3.828
H 4.587 2.816 4.305
H 3.955 3.988 5.418
C 1.716 4.446 -1.042
O 2.106 3.616 -1.845
N 1.795 4.247 0.309
N 1.164 5.637 -1.431
H 1.472 4.916 0.980
H 2.190 3.382 0.639
H 1.077 5.804 -2.419
H 0.836 6.331 -0.788
C -0.554 1.405 5.882
O -0.455 2.094 6.890
N 0.314 1.537 4.830
N -1.540 0.478 5.711
H 0.261 0.988 3.994
H 1.028 2.241 4.911
H -2.216 0.370 6.451
H -1.635 -0.059 4.867
C 0.032 5.814 -5.533
O 0.231 6.549 -4.581
N 0.668 5.987 -6.734
N -0.834 4.763 -5.472
H 0.524 5.393 -7.527
H 1.315 6.749 -6.803
H -1.303 4.603 -4.598
H -1.007 4.140 -6.237
C 6.090 -0.956 4.082
O 5.628 -0.015 3.468
N 5.808 -2.249 3.743
N 6.926 -0.801 5.161
H 6.169 -3.044 4.233
H 5.195 -2.392 2.960
H 7.148 0.136 5.435
H 7.311 -1.567 5.679
C -4.189 0.250 -3.717
O -4.540 1.002 -2.829
N -5.012 -0.042 -4.785
N -2.979 -0.376 -3.770
H -4.754 -0.670 -5.522
H -5.916 0.389 -4.797
H -2.314 -0.236 -3.021
H -2.731 -0.994 -4.522
C -2.320 -3.956 -4.130
O -2.834 -3.160 -4.903
N -2.447 -5.306 -4.312
N -1.581 -3.577 -3.052
H -2.038 -5.995 -3.707
H -2.994 -5.609 -5.096
H -1.480 -2.591 -2.879
H -1.139 -4.233 -2.431
C -3.963 -2.086 5.509
O -3.063 -1.884 6.311
N -5.284 -1.897 5.833
N -3.730 -2.494 4.231
H -6.035 -2.042 5.188
H -5.489 -1.578 6.760
H -2.776 -2.624 3.948
H -4.452 -2.632 3.549
C -0.122 -5.711 -7.912
O 0.598 -6.513 -7.346
N -0.061 -5.507 -9.267
N -1.047 -4.954 -7.252
H -0.641 -4.853 -9.756
H 0.609 -6.048 -9.781
H -1.116 -5.073 -6.257
H -1.648 -4.291 -7.701
C 6.920 0.276 -2.689
O 6.564 0.069 -1.547
N 8.222 0.116 -3.098
N 6.048 0.690 -3.659
H 8.534 0.284 -4.035
H 8.882 -0.184 -2.407
H 5.091 0.825 -3.384
H 6.315 0.872 -4.607